[1]
This record from the Open Molecules 2025 dataset describes a molecular structure, C54H56N3O2P2RhSe. The level of theory is ωB97M-V/def2-TZVPD.

Structure (ORCA input):
```
! wB97M-V def2-TZVPD RIJCOSX def2/J DEFGRID3
* xyz 2 5
Rh 0.01 -0.09 0.02
C 0.09 1.04 -3.30
N 1.33 1.76 -3.12
C 1.79 2.16 -1.83
P 2.16 0.75 -0.61
C 3.37 -0.31 -1.45
C 4.38 0.19 -2.26
C 5.32 -0.68 -2.80
C 5.25 -2.04 -2.52
C 4.24 -2.54 -1.72
C 3.29 -1.68 -1.20
C 3.10 1.72 0.60
C 4.44 1.46 0.90
C 5.10 2.25 1.83
C 4.44 3.29 2.46
C 3.10 3.54 2.18
C 2.43 2.76 1.25
C 2.19 1.88 -4.23
C 2.78 3.11 -4.52
C 3.62 3.26 -5.61
C 3.89 2.17 -6.43
C 3.31 0.94 -6.15
C 2.46 0.79 -5.07
P -1.09 0.87 -1.89
C -2.40 0.00 -2.79
C -3.28 0.72 -3.60
C -4.22 0.04 -4.36
C -4.29 -1.35 -4.32
C -3.43 -2.06 -3.50
C -2.48 -1.39 -2.74
C -1.78 2.50 -1.54
C -1.27 3.70 -2.03
C -1.83 4.90 -1.63
C -2.91 4.91 -0.76
C -3.43 3.71 -0.28
C -2.86 2.51 -0.65
H 0.27 -0.01 -3.60
H -0.48 1.49 -4.12
H 1.05 2.78 -1.30
H 2.71 2.73 -1.92
H 4.46 1.25 -2.48
H 6.11 -0.30 -3.43
H 6.00 -2.71 -2.93
H 4.18 -3.60 -1.50
H 2.48 -2.06 -0.58
H 4.96 0.65 0.41
H 6.14 2.04 2.06
H 4.96 3.90 3.19
H 2.59 4.36 2.67
H 1.38 2.94 1.05
H 2.55 3.97 -3.90
H 4.05 4.22 -5.84
H 4.54 2.28 -7.29
H 3.53 0.08 -6.78
H 2.04 -0.18 -4.85
H -3.23 1.80 -3.63
H -4.90 0.60 -4.99
H -5.02 -1.87 -4.92
H -3.48 -3.14 -3.47
H -1.80 -1.95 -2.11
H -0.45 3.70 -2.75
H -1.43 5.83 -2.01
H -3.34 5.85 -0.45
H -4.28 3.72 0.39
H -3.24 1.57 -0.26
C -2.68 -5.71 0.53
C -2.83 -5.52 2.04
C -3.78 -4.38 2.41
C -3.31 -2.99 1.98
N -2.09 -2.58 2.68
C -0.88 -2.40 2.15
Se -0.45 -2.50 0.33
N -0.01 -2.01 3.10
C 1.42 -1.78 2.90
C 2.18 -3.08 2.61
C 1.97 -4.18 3.65
C 2.62 -3.88 5.00
C -0.70 -1.90 4.29
C -0.31 -1.48 5.56
C -1.29 -1.42 6.53
C -2.62 -1.76 6.25
C -3.01 -2.19 5.00
C -2.03 -2.25 4.02
H -2.22 -6.68 0.31
H -2.04 -4.95 0.08
H -3.65 -5.68 0.04
H -1.85 -5.36 2.50
H -3.23 -6.44 2.46
H -3.93 -4.39 3.50
H -4.75 -4.55 1.95
H -4.07 -2.25 2.19
H -3.10 -2.97 0.91
H 1.80 -1.31 3.81
H 1.55 -1.07 2.08
H 3.24 -2.83 2.55
H 1.89 -3.46 1.63
H 2.39 -5.10 3.25
H 0.90 -4.36 3.79
H 3.68 -3.67 4.87
H 2.52 -4.73 5.66
H 2.16 -3.02 5.49
H 0.71 -1.20 5.79
H -1.02 -1.09 7.52
H -3.36 -1.67 7.04
H -4.04 -2.46 4.79
O -2.04 0.04 1.31
C -1.42 0.84 2.07
O -0.18 1.04 1.88
C -2.12 1.54 3.17
C -3.43 1.20 3.49
C -4.09 1.87 4.51
C -3.43 2.87 5.22
C -2.12 3.20 4.90
C -1.46 2.54 3.88
H -3.93 0.42 2.93
H -5.12 1.63 4.74
H -3.95 3.40 6.01
H -1.61 3.98 5.45
H -0.44 2.78 3.62
*
```

## Properties
lowest unoccupied orbital energy (spin up / spin down)	-4.661 / -8.552	eV
E_HOMO (spin up / spin down)	-0.4477 / -0.4474	hartree
electronic energy	-152392.272	eV
expectation value of S²	6.02


[2]
This record from the Open Molecules 2025 dataset describes 8 unconnected molecules or ions with the total composition C54H59F9N8O5S. The level of theory is ωB97M-V/def2-TZVPD.

Structure (ORCA input):
```
! wB97M-V def2-TZVPD RIJCOSX def2/J DEFGRID3
* xyz 0 1
C -2.09 -1.34 3.47
C -2.06 -1.32 2.26
C -1.90 -0.95 0.85
C -1.54 -2.31 0.15
C -2.60 -2.83 -0.81
O -1.99 -3.79 -1.70
C -1.49 -3.20 -2.86
C -0.10 -3.74 -3.14
F 0.74 -3.22 -2.20
F -0.09 -5.07 -3.03
C 0.44 -3.30 -4.51
F -0.56 -3.49 -5.40
F 0.71 -2.00 -4.50
C 1.68 -4.09 -5.06
F 2.35 -3.23 -5.84
F 1.28 -5.10 -5.82
C 2.68 -4.61 -3.98
F 2.38 -5.88 -3.68
F 3.91 -4.63 -4.55
C -3.27 -0.32 0.47
O -4.34 -0.57 0.94
N -2.96 0.67 -0.53
C -1.76 1.32 0.02
C -1.18 2.20 -1.13
C -0.82 3.61 -0.70
F -2.13 2.33 -2.14
C -0.85 0.16 0.58
C -0.03 0.50 1.81
C 0.99 1.63 1.62
C 2.43 1.16 1.41
C 2.66 0.06 0.38
S 2.72 0.67 -1.29
O 4.07 0.74 -1.73
O 1.98 1.90 -1.38
O 2.04 -0.47 -2.17
H -2.19 -1.51 4.51
H -0.57 -2.19 -0.31
H -1.43 -3.07 0.91
H -3.36 -3.36 -0.26
H -3.07 -2.05 -1.41
H -2.17 -3.36 -3.69
H -1.36 -2.12 -2.74
H 2.76 -3.98 -3.10
H -2.74 0.08 -1.33
H -2.07 1.98 0.83
H -0.34 1.71 -1.61
H -0.83 3.69 0.38
H 0.15 3.92 -1.06
H -1.57 4.31 -1.07
H -0.24 -0.12 -0.28
H 0.44 -0.39 2.24
H -0.75 0.83 2.54
H 0.68 2.32 0.84
H 1.00 2.19 2.55
H 3.01 2.02 1.08
H 2.84 0.83 2.36
H 3.65 -0.35 0.54
H 1.98 -0.78 0.47
H 1.08 -0.40 -2.16
C 4.24 1.07 7.27
C 4.00 2.40 6.97
C 3.64 2.73 5.68
N 3.51 1.83 4.70
C 3.75 0.56 5.00
C 4.12 0.13 6.27
H 4.53 0.77 8.28
H 4.09 3.17 7.73
H 3.44 3.76 5.40
H 3.64 -0.15 4.19
H 4.30 -0.92 6.46
C 1.85 4.40 -5.75
C 1.09 5.43 -5.23
C 1.09 5.62 -3.85
N 1.79 4.86 -3.01
C 2.52 3.87 -3.53
C 2.58 3.60 -4.89
H 1.87 4.22 -6.82
H 0.50 6.08 -5.87
H 0.51 6.42 -3.40
H 3.07 3.28 -2.82
H 3.19 2.78 -5.25
C -0.48 11.10 -2.84
C -0.13 10.49 -4.03
C -0.37 9.13 -4.17
N -0.94 8.38 -3.22
C -1.27 8.99 -2.09
C -1.07 10.34 -1.84
H -0.31 12.16 -2.69
H 0.34 11.05 -4.83
H -0.11 8.62 -5.08
H -1.72 8.35 -1.33
H -1.36 10.77 -0.90
C -5.48 1.74 -3.94
C -5.62 1.72 -2.56
C -6.83 2.14 -2.03
N -7.86 2.57 -2.76
C -7.70 2.58 -4.08
C -6.54 2.17 -4.72
H -4.55 1.42 -4.40
H -4.82 1.39 -1.92
H -6.99 2.14 -0.96
H -8.55 2.93 -4.66
H -6.46 2.20 -5.80
C -2.49 -6.65 3.63
C -2.14 -6.61 2.30
C -2.51 -5.50 1.55
N -3.21 -4.48 2.05
C -3.55 -4.54 3.33
C -3.22 -5.60 4.17
H -2.22 -7.50 4.25
H -1.57 -7.41 1.84
H -2.25 -5.42 0.50
H -4.12 -3.69 3.70
H -3.51 -5.59 5.21
C -1.46 -1.26 9.73
C -1.78 0.08 9.60
C -2.25 0.52 8.37
N -2.41 -0.27 7.31
C -2.10 -1.55 7.46
C -1.62 -2.10 8.64
H -1.09 -1.65 10.67
H -1.67 0.77 10.42
H -2.52 1.56 8.22
H -2.24 -2.17 6.58
H -1.39 -3.15 8.70
C 5.84 -6.32 -2.63
C 7.22 -6.45 -2.70
C 7.84 -7.34 -1.84
N 7.19 -8.07 -0.93
C 5.87 -7.93 -0.88
C 5.15 -7.08 -1.70
H 5.31 -5.64 -3.28
H 7.80 -5.88 -3.41
H 8.92 -7.47 -1.86
H 5.37 -8.54 -0.13
H 4.07 -7.01 -1.61
*
```

## Properties
lowest unoccupied orbital energy	0.194	eV
E_HOMO	-0.3396	hartree
SMILES string	C#C[C@@]1(CCOCC(F)(F)C(F)(F)C(F)(F)C(F)F)C(=O)N[C@H]([C@H](C)F)[C@H]1CCCCS(=O)(=O)O.c1ccncc1.c1ccncc1.c1ccncc1.c1ccncc1.c1ccncc1.c1ccncc1.c1ccncc1
electronic energy	-114401.349	eV